Record 1
# C5H11N4O

The ion C5H11N4O with charge +1 at a distorted geometry (ωB97M-V with the def2-TZVPD basis set, OMol25).

**Multiplicity**: 1
**ΔE to the lowest compared entry with this formula, charge and spin**: 193.31 kcal per mole
**LUMO level (spin up / spin down)**: -5.2 / -5.4 eV
**HOMO energy (spin up / spin down)**: -12.7 / -12.8 eV
**Total charge**: +1
**Kohn-Sham gap (spin up / spin down)**: 7.5 / 7.4 eV

Last column: Mulliken charge in e.
CARTESIAN COORDINATES (ANGSTROEM)
1 H -3.8328 -1.0832 -0.2239  0.29
2 N 0.0531 0.6934 0.3296  -0.51
3 O -2.3615 0.9469 0.2930  -0.02
4 C 1.5954 2.3332 -0.2190  -0.92
5 H 0.6900 2.9415 -0.3096  0.33
6 H -2.6637 -2.3116 0.2125  0.29
7 C -0.1011 -1.7867 0.0667  -1.62
8 H 1.9835 -0.6815 -0.9224  0.50
9 H 2.3401 2.6206 0.6056  0.32
10 H -0.4261 -2.1757 -0.9201  0.32
11 H -0.4738 -2.4152 0.9548  0.43
12 C 2.3331 0.0155 -0.2656  -1.24
13 H 2.5161 -0.5711 0.6795  0.43
14 N 1.2686 0.9392 0.0256  0.46
15 H 2.1134 2.4073 -1.0902  0.41
16 N -3.4985 1.3912 -0.0385  -0.21
17 H 0.9241 -1.7474 0.2962  0.39
18 C -0.6644 -0.4276 0.2404  0.93
19 C -2.0809 -0.3157 0.3570  0.43
20 H 3.2784 0.5131 -0.3279  0.40
21 N -2.9930 -1.2863 0.2562  -0.41

***

Record 2
# C2H5NO

An isolated molecule of C2H5NO at a distorted geometry (ωB97M-V with the def2-TZVPD basis set, OMol25).

**Multiplicity**: 1
**ΔE to the lowest compared entry with this formula, charge and spin**: 27.36 kcal per mole
**LUMO level**: 0.9 eV
**HOMO energy**: -8.1 eV
**Kohn-Sham gap**: 9.0 eV

Last column: Mulliken charge in e.
CARTESIAN COORDINATES (ANGSTROEM)
1 H 1.2100 -1.0793 1.0684  0.21
2 H -1.9359 0.5820 0.2062  0.22
3 N 1.2996 -0.3364 0.3964  -0.46
4 H 2.0539 -0.4254 -0.2640  0.23
5 H -1.3148 -0.8938 1.0392  0.21
6 O 0.3378 1.0825 -1.0735  -0.50
7 H -0.5909 1.2418 -1.3594  0.31
8 C -1.1105 -0.0892 0.3591  -1.02
9 C 0.1269 0.1887 -0.0783  0.80

***

Record 3
# C25H33BFeN9

A structure of composition C25H33BFeN9 (ωB97M-V with the def2-TZVPD basis set, OMol25).

**Multiplicity**: 6
**LUMO level (spin up / spin down)**: -6.5 / -8.4 eV
**HOMO energy (spin up / spin down)**: -13.7 / -13.7 eV
**Total charge**: +2
**Kohn-Sham gap (spin up / spin down)**: 7.1 / 5.3 eV
**Expectation value of S²**: 8.874

Last column: Mulliken charge in e.
CARTESIAN COORDINATES (ANGSTROEM)
1 C -0.4091 3.7281 5.2776  -1.20
2 H 4.5642 -0.3244 2.2376  0.54
3 C 3.5161 -0.1394 2.0789  -1.76
4 N 0.1554 2.4122 1.0757  0.41
5 C 2.7042 -0.7231 1.1142  0.53
6 H 0.3853 1.1825 7.3880  0.33
7 H -4.1060 -0.0241 3.0515  0.49
8 H -2.0862 1.2503 3.7979  0.42
9 H -5.2508 -0.2969 0.4103  0.40
10 C 0.2517 3.7829 -0.6561  -1.61
11 C -0.4079 3.5766 3.9185  -0.25
12 H 0.7922 4.3903 1.4233  0.70
13 N -2.2569 -0.6512 0.3745  -0.38
14 N 1.4750 0.6606 2.2766  0.22
15 C -0.1449 -4.0970 -1.5394  -0.59
16 C -2.0320 0.6379 2.8959  0.26
17 C 0.7344 -2.3247 -2.8856  -1.02
18 B 0.2429 1.5984 2.3913  0.52
19 C 0.4510 3.6630 0.7046  0.12
20 C 2.7023 0.7367 2.7763  0.04
21 H 0.4807 -4.3449 -3.5717  0.45
22 H -1.0064 2.8566 -3.0107  0.46
23 Fe -0.3791 -0.3187 0.4781  -0.79
24 H 0.8914 -0.4197 -1.9451  0.69
25 H 0.2145 -6.2024 0.7773  0.36
26 H -5.0841 -1.7497 1.3950  0.41
27 H 0.3843 1.7867 -3.0109  0.27
28 H -0.4511 -5.1331 -1.4447  0.50
29 N 0.6167 1.7813 4.7849  -1.17
30 C 0.2500 2.5789 5.7737  0.69
31 C 0.5857 -1.4548 -1.8146  0.29
32 H -0.8146 4.2046 3.1427  0.61
33 C -3.2810 -0.6225 1.1183  1.17
34 H 0.3883 4.6631 -1.2597  0.50
35 C -0.3236 -3.2240 -0.4593  2.40
36 C 0.8449 -5.4515 1.2462  -0.80
37 H -0.0585 2.8255 7.8735  0.36
38 H 3.3086 -1.1989 -0.8823  0.31
39 H 2.4676 -2.5148 -0.0927  0.07
40 N 0.2363 2.4119 3.6325  0.75
41 H -1.6651 -4.5674 0.5312  0.64
42 C 0.5582 2.2401 7.1950  -1.23
43 H 0.1396 -2.6049 2.9655  0.31
44 C 0.8001 -3.3404 2.5105  -0.88
45 H 1.3969 -3.8296 3.2762  0.48
46 C 3.1644 -1.6965 0.0776  -1.02
47 C 0.0290 -1.8843 -0.6194  -0.48
48 C -0.5149 2.0601 -2.4557  -1.47
49 H 1.5143 -5.0108 0.5134  0.35
50 H 2.9095 1.3956 3.6032  0.61
51 H -0.8082 4.5508 5.8455  0.46
52 C -3.2070 -0.0366 2.4501  -1.33
53 H 1.4116 -5.8935 2.0614  0.35
54 C 0.3732 -3.6576 -2.7442  -0.95
55 C -4.6034 -1.1502 0.6230  -1.51
56 H -1.5206 -2.9940 1.3264  0.23
57 H -0.6178 -4.8082 2.5108  0.37
58 C -0.9727 -3.7648 0.7848  -1.50
59 N -0.2230 1.6967 -0.0302  -0.15
60 C -0.1692 2.5211 -1.0806  0.60
61 H 1.4436 -2.8631 1.7797  0.23
62 H 1.6027 2.4542 7.4235  0.27
63 H 4.1250 -2.1062 0.3836  0.40
64 H 1.1392 -1.9651 -3.8224  0.49
65 N -0.9466 0.6097 2.2148  0.21
66 H -1.1826 1.1989 -2.4285  0.28
67 N 1.4461 -0.2473 1.2484  0.19
68 H -4.4786 -1.7305 -0.2866  0.37
69 N -0.0199 -4.3698 1.8093  -0.02

***

Record 4
# C5H9N3

An isolated molecule of C5H9N3 at a distorted geometry (ωB97M-V with the def2-TZVPD basis set, OMol25).

**Multiplicity**: 1
**ΔE to the lowest compared entry with this formula, charge and spin**: 130.51 kcal per mole
**LUMO level**: 1.0 eV
**HOMO energy**: -8.4 eV
**Kohn-Sham gap**: 9.5 eV

Last column: Mulliken charge in e.
CARTESIAN COORDINATES (ANGSTROEM)
1 H 1.2526 -1.8684 1.6511  0.23
2 H 0.3617 -1.0008 -1.2647  0.30
3 N 1.3785 0.9737 -0.3442  -0.15
4 C 0.8635 0.0208 0.6140  -0.03
5 C -0.7877 1.3575 -0.7340  -0.05
6 C 1.3629 -1.3218 0.7059  -0.66
7 H 0.5092 0.5005 1.4667  0.37
8 H -1.9214 0.0438 -1.5101  0.24
9 H -2.4121 0.7993 0.1198  0.27
10 H -1.4442 2.2338 -1.1051  0.34
11 C -1.6568 0.1196 -0.3734  -0.41
12 N 0.3616 1.8364 -0.6092  -0.65
13 N -1.3001 -1.2008 0.1372  -0.39
14 C 0.1766 -1.0064 -0.1729  -0.26
15 H 2.4425 -1.4368 0.2186  0.24
16 H 2.3411 1.4259 0.0025  0.28
17 H -1.5277 -1.4764 1.1979  0.34

***

Record 5
# C4H8N2O

An isolated molecule of C4H8N2O at a distorted geometry (ωB97M-V with the def2-TZVPD basis set, OMol25).

**Multiplicity**: 1
**ΔE to the lowest compared entry with this formula, charge and spin**: 70.19 kcal per mole
**LUMO level**: 1.0 eV
**HOMO energy**: -9.0 eV
**Kohn-Sham gap**: 10.0 eV

Last column: Mulliken charge in e.
CARTESIAN COORDINATES (ANGSTROEM)
1 H -1.8248 -1.3063 -0.6461  0.33
2 H -0.4503 -2.3153 -0.4989  0.36
3 N 1.0185 -0.0906 0.6325  -0.13
4 N -1.3448 1.5754 0.4572  -0.50
5 C -0.9609 1.1026 -0.6157  -0.25
6 H 0.4898 -0.1699 1.4078  0.18
7 C -0.9332 -1.4456 -0.1126  -1.21
8 C 0.1141 -0.3881 -0.4582  0.07
9 O 2.8613 0.4932 -0.5327  -0.56
10 C 2.2730 0.4164 0.5375  0.04
11 H -1.2925 -1.4374 1.0058  0.32
12 H -1.3605 1.1880 -1.5686  0.45
13 H 0.6041 -0.7718 -1.4261  0.32
14 H 2.7682 0.7607 1.4694  0.34
15 H -1.9619 2.3888 0.3486  0.24

***

Record 6
# C18H28O2

An isolated molecule of C18H28O2 (ωB97M-V with the def2-TZVPD basis set, OMol25).

**Multiplicity**: 1
**ΔE to the lowest compared entry with this formula, charge and spin**: 2.82 kcal per mole
**LUMO level**: 0.8 eV
**HOMO energy**: -9.0 eV
**Kohn-Sham gap**: 9.8 eV

Last column: Mulliken charge in e.
CARTESIAN COORDINATES (ANGSTROEM)
1 H 2.9231 -0.0143 2.1359  0.29
2 C 1.6193 -0.4441 0.4788  -0.25
3 H -0.8699 2.0181 -3.2429  0.36
4 C -4.0727 0.3188 -4.1239  -0.32
5 C 1.7167 -1.7362 4.0015  -0.45
6 C 1.6284 0.9570 -0.1295  -0.88
7 C -2.4120 0.8364 -2.3118  -0.85
8 O 1.7631 -0.4039 6.4926  -0.56
9 H 0.9203 -2.5756 2.2014  0.34
10 C 0.1085 0.4615 -2.1159  -0.54
11 C 1.8678 -2.5877 2.7420  -0.90
12 H -1.0570 0.4017 -3.9191  0.34
13 C 2.7416 -1.0269 6.1831  0.38
14 C -5.0453 0.7024 -5.0297  -0.57
15 O 3.8071 -1.1364 6.9937  -0.44
16 H -2.5578 -0.2015 -2.0043  0.39
17 H 0.8684 -2.1092 4.5790  0.49
18 H -5.4846 -0.0310 -5.6908  0.37
19 C -1.0407 0.9701 -2.9856  -0.64
20 C -5.4565 2.0229 -5.0891  -0.41
21 C 0.3325 1.3059 -0.8623  -0.54
22 H 3.9527 -2.2745 2.2973  0.36
23 H -3.7560 -0.7140 -4.0805  0.36
24 H 3.8109 -1.3036 4.3910  0.25
25 C -4.8897 2.9555 -4.2375  -0.59
26 H 1.7829 1.6846 0.6716  0.36
27 H 1.5487 -1.1900 -0.3148  0.24
28 H -0.5061 1.1794 -0.1753  0.25
29 H -2.4454 1.4672 -1.4227  0.35
30 H 2.9859 -2.8199 0.9351  0.43
31 H -6.2167 2.3235 -5.7952  0.37
32 H -3.4794 3.3000 -2.6683  0.36
33 H -0.0928 -0.5735 -1.8335  0.30
34 H 3.6529 -0.6520 7.8199  0.35
35 H 3.2397 -2.7926 5.1323  0.28
36 H 2.4699 1.0467 -0.8211  0.35
37 C 2.9898 -2.1485 1.7977  -0.90
38 C 2.8830 -0.7082 1.2944  -0.69
39 H -5.2071 3.9876 -4.2780  0.37
40 C 2.9567 -1.7659 4.8895  -0.39
41 H 1.0243 0.4717 -2.7126  0.32
42 H 0.7396 -0.5451 1.1166  0.26
43 H 3.7537 -0.5031 0.6655  0.43
44 C -3.9176 2.5682 -3.3327  -0.33
45 H 0.3699 2.3590 -1.1527  0.35
46 H 2.0583 -3.6228 3.0373  0.43
47 C -3.4989 1.2457 -3.2629  0.33
48 H 1.4910 -0.7034 3.7366  0.21